(1)
A 2-piece molecular cluster, C14H27N6O2 overall at a distorted geometry. Source: OMol25; level of theory: ωB97M-V with the def2-TZVPD basis set.

Geometry (Å):
C (-2.30, -3.62, -0.75)
H (-2.33, -3.54, -1.91)
H (-1.14, -3.66, -0.64)
H (-2.83, -4.53, -0.51)
C (-2.88, -2.57, -0.27)
O (-2.76, -2.63, 1.30)
H (-3.33, -2.00, 1.87)
H (-3.99, -2.25, -0.48)
C (-2.26, -1.07, -0.74)
N (-0.77, -1.16, -0.31)
N (0.06, -0.99, -1.19)
N (1.15, -1.10, -0.67)
C (1.09, -1.30, 0.66)
C (-0.27, -0.97, 0.98)
H (-0.91, -1.02, 1.70)
C (2.14, -1.12, 1.84)
H (2.96, -2.03, 1.48)
H (1.82, -1.36, 2.80)
C (3.03, 0.39, 1.67)
H (3.73, 0.25, 2.55)
H (2.19, 1.02, 2.03)
C (3.34, 0.87, 0.54)
C (4.38, -0.10, -0.29)
N (3.62, -0.83, -1.28)
H (3.63, -0.08, -2.49)
H (4.28, -1.69, -1.76)
H (2.26, -1.34, -1.05)
H (4.77, -0.82, 0.32)
H (5.20, 0.28, -0.60)
H (4.04, 1.66, 0.65)
H (2.64, 1.14, -0.33)
H (-2.33, -1.08, -1.86)
C (-2.78, 0.20, 0.06)
O (-3.52, -0.10, 1.02)
N (-2.53, 1.28, -0.48)
C (-1.61, 1.83, -1.59)
H (-2.23, 2.13, -2.56)
C (-0.50, 2.59, -0.90)
N (-0.34, 2.42, 0.28)
H (0.42, 2.95, 0.67)
C (-1.37, 2.86, 1.17)
H (-1.55, 2.59, 2.25)
C (-2.86, 2.50, 0.33)
H (-3.15, 3.19, -0.34)
H (-3.65, 2.39, 0.95)
H (-1.24, 3.97, 1.07)
H (0.50, 2.19, -1.65)
H (-0.61, 3.46, -1.39)
H (-1.21, 0.81, -2.15)

The HOMO-LUMO gap is 8.9 eV. The net charge is +1. For the HOMO energy, the calculation gives -11.76 eV. As for the relative energy (zero: lowest compared OMol25 entry of this formula, charge and spin): 17.213 eV. For the LUMO energy, the calculation gives -2.9 eV.

=====

(2)
C14H27NO24S6 as an isolated structure at a distorted geometry. Source: OMol25; level of theory: ωB97M-V with the def2-TZVPD basis set.

Geometry (Å):
C (-2.50, -1.97, 1.02)
C (-1.37, -1.91, 1.93)
N (-0.56, -1.96, 2.73)
H (-2.97, -2.97, 1.26)
H (-2.01, -1.95, 0.09)
H (-3.20, -1.13, 1.17)
C (-0.64, 1.08, -4.66)
C (-1.37, 0.90, -3.37)
O (-2.50, 1.79, -3.41)
S (-2.47, 2.76, -4.67)
O (-1.74, 3.88, -4.25)
O (-3.72, 2.75, -5.28)
O (-1.61, 1.75, -5.56)
H (-0.37, 0.13, -5.08)
H (0.26, 1.71, -4.64)
H (-0.80, 1.24, -2.50)
H (-1.81, -0.08, -3.20)
C (1.22, 2.28, 0.83)
C (2.59, 3.10, 0.55)
O (2.72, 3.27, -0.83)
S (1.97, 1.99, -1.57)
O (2.81, 0.87, -1.36)
O (1.57, 2.48, -2.85)
O (0.78, 1.84, -0.48)
H (0.38, 2.87, 1.20)
H (1.48, 1.35, 1.38)
H (3.42, 2.63, 1.08)
H (2.55, 4.11, 0.96)
C (3.61, -3.13, -2.18)
C (2.76, -4.05, -3.09)
O (1.46, -3.64, -2.83)
S (1.43, -2.16, -2.18)
O (1.01, -2.16, -0.81)
O (0.64, -1.40, -3.09)
O (2.96, -1.84, -2.27)
H (4.61, -3.08, -2.67)
H (3.74, -3.52, -1.19)
H (2.77, -5.10, -2.74)
H (3.04, -3.89, -4.12)
C (-0.43, -0.16, 5.61)
C (0.59, 0.43, 6.60)
O (0.63, 1.77, 6.11)
S (0.76, 1.74, 4.56)
O (2.06, 1.18, 4.31)
O (0.27, 2.92, 3.95)
O (-0.33, 0.62, 4.37)
H (-1.49, 0.01, 5.98)
H (-0.26, -1.22, 5.36)
H (1.56, 0.00, 6.62)
H (0.18, 0.47, 7.58)
C (-6.34, 1.39, -2.82)
C (-5.89, 2.55, -1.96)
O (-6.02, 2.07, -0.60)
S (-5.38, 0.61, -0.65)
O (-5.99, -0.23, 0.33)
O (-3.97, 0.78, -0.72)
O (-5.84, 0.19, -2.18)
H (-5.76, 1.40, -3.73)
H (-7.45, 1.35, -2.94)
H (-6.59, 3.44, -1.99)
H (-4.84, 2.84, -2.15)
C (3.24, -2.03, 3.31)
C (2.60, -1.65, 1.97)
O (3.75, -1.81, 1.01)
S (4.93, -2.54, 1.60)
O (5.89, -1.56, 2.03)
O (5.33, -3.67, 0.79)
O (4.20, -3.10, 2.94)
H (2.49, -2.39, 3.99)
H (3.88, -1.27, 3.78)
H (2.22, -0.64, 1.91)
H (1.84, -2.34, 1.69)

The HOMO-LUMO gap is 11.0 eV. The net charge is 0. For the HOMO energy, the calculation gives -10.73 eV. As for the relative energy (zero: lowest compared OMol25 entry of this formula, charge and spin): 0.000 eV. For the LUMO energy, the calculation gives 0.3 eV.

=====

(3)
A 3-piece molecular cluster, C14H28BN3O7P overall at a distorted geometry. Source: OMol25; level of theory: ωB97M-V with the def2-TZVPD basis set.

Geometry (Å):
C (6.11, -3.59, 0.23)
C (4.66, -3.47, -0.19)
C (3.70, -4.37, 0.19)
C (2.37, -4.25, -0.17)
C (2.05, -3.17, -0.95)
C (0.61, -2.88, -1.38)
N (0.21, -1.59, -0.71)
O (-0.09, -0.56, -1.60)
B (0.63, 0.64, -1.34)
O (1.10, 1.34, -2.40)
O (0.81, 1.13, -0.07)
P (-1.35, -1.81, 0.32)
O (-1.32, -0.53, 1.32)
O (-0.99, -3.06, 1.31)
C (3.01, -2.26, -1.37)
C (4.33, -2.39, -1.00)
H (6.79, -3.41, -0.60)
H (6.29, -2.79, 0.97)
H (6.30, -4.54, 0.73)
H (3.99, -5.22, 0.81)
H (1.61, -4.95, 0.15)
H (0.50, -2.81, -2.47)
H (-0.05, -3.67, -1.00)
H (0.96, -1.34, -0.04)
H (1.30, 0.69, -3.10)
H (1.72, 1.47, -0.02)
H (-0.45, -0.37, 1.72)
H (-0.64, -2.71, 2.15)
H (2.74, -1.40, -1.99)
H (5.08, -1.67, -1.32)
C (0.80, 5.15, 1.01)
O (1.25, 6.26, 1.13)
N (0.15, 4.46, 1.97)
C (-0.36, 3.12, 1.74)
C (-0.05, 5.08, 3.27)
H (0.90, 4.58, 0.06)
H (-1.44, 3.11, 1.89)
H (0.11, 2.43, 2.45)
H (-0.13, 2.79, 0.73)
H (-0.62, 6.00, 3.15)
H (0.92, 5.33, 3.71)
H (-0.58, 4.41, 3.93)
C (-6.53, 0.40, -0.51)
O (-7.59, 0.99, -0.59)
N (-5.37, 0.84, -1.04)
C (-4.14, 0.09, -0.91)
C (-5.35, 2.10, -1.76)
H (-6.44, -0.56, 0.02)
H (-3.39, 0.69, -0.38)
H (-3.76, -0.17, -1.90)
H (-4.31, -0.83, -0.35)
H (-5.68, 2.91, -1.09)
H (-6.04, 2.05, -2.60)
H (-4.35, 2.32, -2.12)

The HOMO-LUMO gap is 7.8 eV. The net charge is +1. For the HOMO energy, the calculation gives -11.30 eV. As for the relative energy (zero: lowest compared OMol25 entry of this formula, charge and spin): 0.769 eV. For the LUMO energy, the calculation gives -3.5 eV.

=====

(4)
A 7-piece molecular cluster, C14H28Cl14 overall at a distorted geometry. Source: OMol25; level of theory: ωB97M-V with the def2-TZVPD basis set.

Geometry (Å):
Cl (-2.01, -6.39, 4.18)
C (-1.40, -4.93, 5.03)
C (0.06, -5.09, 5.43)
Cl (0.17, -6.16, 6.81)
H (-1.93, -4.79, 5.98)
H (-1.67, -4.06, 4.43)
H (0.36, -4.14, 5.89)
H (0.82, -5.32, 4.68)
Cl (5.15, -5.46, -2.47)
C (5.01, -4.03, -3.58)
C (3.64, -3.25, -3.41)
Cl (3.59, -1.82, -4.44)
H (5.10, -4.38, -4.61)
H (5.91, -3.42, -3.49)
H (3.49, -2.94, -2.38)
H (2.81, -3.90, -3.70)
Cl (-0.54, -5.49, -0.63)
C (-1.98, -6.20, -1.41)
C (-2.04, -5.74, -2.87)
Cl (-1.01, -6.78, -3.93)
H (-2.87, -5.80, -0.92)
H (-1.88, -7.28, -1.36)
H (-1.78, -4.69, -2.99)
H (-3.04, -5.86, -3.29)
Cl (-1.36, -1.04, 9.06)
C (-1.44, 0.74, 8.81)
C (-0.94, 1.16, 7.45)
Cl (0.63, 0.49, 7.16)
H (-0.91, 1.25, 9.62)
H (-2.42, 1.20, 8.91)
H (-1.09, 2.20, 7.17)
H (-1.57, 0.65, 6.72)
Cl (-1.51, 5.97, -5.34)
C (-3.18, 6.09, -4.65)
C (-4.17, 5.05, -5.13)
Cl (-4.60, 5.29, -6.77)
H (-3.62, 7.08, -4.76)
H (-2.90, 5.98, -3.60)
H (-5.11, 5.08, -4.58)
H (-3.64, 4.09, -5.18)
Cl (-3.32, 1.19, -1.76)
C (-1.64, 1.82, -1.36)
C (-0.77, 0.78, -0.61)
Cl (-1.34, 0.42, 1.04)
H (-1.64, 2.71, -0.74)
H (-1.21, 2.05, -2.34)
H (0.19, 1.28, -0.57)
H (-0.73, -0.12, -1.24)
Cl (3.31, 5.31, -1.60)
C (4.13, 6.77, -1.13)
C (4.44, 7.54, -2.41)
Cl (5.77, 6.85, -3.30)
H (4.86, 6.58, -0.34)
H (3.38, 7.26, -0.51)
H (4.87, 8.43, -1.94)
H (3.57, 7.75, -3.02)

The HOMO-LUMO gap is 10.7 eV. The net charge is 0. As for the SMILES: ClCCCl.ClCCCl.ClCCCl.ClCCCl.ClCCCl.ClCCCl.ClCCCl. For the HOMO energy, the calculation gives -10.53 eV. As for the relative energy (zero: lowest compared OMol25 entry of this formula, charge and spin): 2.425 eV. For the LUMO energy, the calculation gives 0.2 eV.

=====

(5)
C14H28DyOP2 as an isolated structure at a distorted geometry. Source: OMol25; level of theory: ωB97M-V with the def2-TZVPD basis set.

Geometry (Å):
Dy (-2.03, 1.93, -2.14)
H (0.43, 0.64, 2.02)
H (0.60, 0.45, 1.31)
P (-2.48, 0.91, 0.83)
P (0.88, 1.25, -2.18)
C (1.55, -0.01, -3.33)
H (2.31, 0.48, -3.96)
H (2.01, -0.82, -2.75)
H (0.75, -0.42, -3.96)
C (0.32, 2.53, -3.40)
H (0.01, 3.43, -2.86)
H (1.20, 2.76, -3.98)
H (-0.46, 2.16, -4.11)
C (2.50, 1.96, -1.71)
H (3.04, 1.25, -1.07)
H (3.07, 2.14, -2.62)
H (2.35, 2.90, -1.17)
C (-3.80, 1.99, 0.11)
H (-4.52, 2.10, 0.92)
H (-3.38, 2.99, -0.13)
H (-4.30, 1.52, -0.76)
C (-3.47, -0.53, 1.32)
H (-2.87, -1.13, 2.02)
H (-4.35, -0.14, 1.84)
H (-3.75, -1.12, 0.45)
C (-2.28, 1.63, 2.49)
H (-1.77, 2.60, 2.43)
H (-3.30, 1.74, 2.91)
H (-1.70, 0.92, 3.10)
C (-1.38, -0.25, -1.53)
O (-0.94, -1.23, -1.08)
H (-0.93, 2.05, -0.69)
C (2.87, -0.87, 0.39)
C (2.31, -1.90, 1.14)
C (1.70, -1.72, 2.40)
C (1.02, -2.77, 3.01)
C (1.15, -4.07, 2.50)
C (1.76, -4.29, 1.25)
C (2.25, -3.20, 0.56)
H (3.15, -1.03, -0.65)
H (3.11, 0.09, 0.84)
H (1.79, -0.77, 2.90)
H (0.38, -2.61, 3.88)
H (0.72, -4.93, 3.03)
H (1.84, -5.30, 0.84)
H (2.64, -3.33, -0.43)

The HOMO-LUMO gap (spin up / spin down) is 5.8 / 6.4 eV. The net charge is +1. The spin multiplicity is 6. For the HOMO energy (spin up / spin down), the calculation gives -9.46 / -9.62 eV. As for the relative energy (zero: lowest compared OMol25 entry of this formula, charge and spin): 0.000 eV. As for the expectation value of S²: 9.85. For the LUMO energy (spin up / spin down), the calculation gives -3.7 / -3.2 eV.

=====

(6)
An isolated ion of composition C14H28N and charge +1 at a distorted geometry. Source: OMol25; level of theory: ωB97M-V with the def2-TZVPD basis set.

Geometry (Å):
C (-4.62, -3.42, -2.01)
C (-3.42, -2.64, -2.13)
C (-2.41, -1.98, -2.23)
C (-1.20, -1.21, -2.40)
N (-0.96, -0.25, -1.28)
C (-2.09, 0.70, -1.23)
C (0.29, 0.48, -1.54)
C (-0.88, -1.03, 0.00)
C (-0.50, -0.25, 1.26)
C (0.97, -0.38, 1.64)
C (1.32, 0.48, 2.86)
C (1.45, 1.98, 2.55)
C (2.88, 2.46, 2.31)
C (3.53, 1.89, 1.05)
C (4.91, 2.51, 0.81)
H (-5.49, -2.77, -2.02)
H (-4.68, -4.12, -2.84)
H (-4.60, -3.98, -1.07)
H (-1.26, -0.64, -3.33)
H (-0.34, -1.89, -2.46)
H (-3.02, 0.15, -1.11)
H (-1.98, 1.39, -0.41)
H (-2.14, 1.26, -2.16)
H (0.23, 0.99, -2.50)
H (1.13, -0.21, -1.57)
H (0.47, 1.22, -0.76)
H (-1.86, -1.50, 0.12)
H (-0.15, -1.83, -0.16)
H (-1.10, -0.63, 2.08)
H (-0.76, 0.81, 1.16)
H (1.17, -1.43, 1.88)
H (1.62, -0.11, 0.81)
H (2.27, 0.13, 3.28)
H (0.56, 0.32, 3.62)
H (1.06, 2.54, 3.40)
H (0.83, 2.25, 1.69)
H (2.87, 3.54, 2.23)
H (3.49, 2.20, 3.17)
H (2.90, 2.10, 0.18)
H (3.65, 0.81, 1.14)
H (5.37, 2.09, -0.08)
H (4.83, 3.58, 0.69)
H (5.56, 2.31, 1.66)

The HOMO-LUMO gap is 11.1 eV. The net charge is +1. As for the SMILES: CC#CC[N+](C)(C)CCCCCCCC. For the HOMO energy, the calculation gives -13.46 eV. As for the relative energy (zero: lowest compared OMol25 entry of this formula, charge and spin): 0.187 eV. For the LUMO energy, the calculation gives -2.4 eV.

=====

(7)
C14H28N2O13PS2 as an isolated structure at a distorted geometry. Source: OMol25; level of theory: ωB97M-V with the def2-TZVPD basis set.

Geometry (Å):
C (-0.70, 2.62, 2.99)
C (-2.25, 2.78, 2.76)
O (-3.03, 1.69, 3.29)
P (-3.08, 0.33, 2.32)
O (-4.54, -0.09, 2.23)
C (-2.49, 0.61, 0.59)
C (-3.08, -0.43, -0.44)
S (-1.90, -1.79, -0.78)
O (-1.18, -2.09, 0.48)
O (-2.73, -2.95, -1.22)
N (-0.91, -1.38, -2.09)
S (0.69, -1.27, -1.61)
N (1.55, -0.95, -3.06)
O (1.26, -2.54, -1.08)
O (0.91, -0.10, -0.70)
O (-2.26, -0.99, 2.93)
C (-1.10, -0.68, 3.71)
C (0.22, -0.67, 2.84)
H (-0.31, 3.66, 2.97)
H (-0.19, 2.09, 2.16)
H (-0.46, 2.22, 3.99)
H (-2.52, 3.67, 3.37)
H (-2.49, 3.05, 1.72)
H (-1.39, 0.54, 0.46)
H (-2.77, 1.61, 0.18)
H (-3.27, 0.09, -1.40)
H (-4.03, -0.89, -0.10)
H (1.04, -0.24, -3.58)
H (2.49, -0.66, -2.83)
H (-1.20, 0.21, 4.36)
H (-0.96, -1.54, 4.41)
H (0.11, -0.12, 1.89)
H (0.48, -1.72, 2.63)
H (1.04, -0.24, 3.45)
C (0.66, -5.23, -2.80)
C (1.40, -6.36, -3.47)
C (0.97, -7.73, -3.03)
O (2.15, -8.51, -3.25)
C (3.20, -7.66, -3.15)
O (4.34, -8.01, -3.09)
O (2.79, -6.37, -3.12)
H (0.99, -4.27, -3.20)
H (-0.41, -5.32, -2.95)
H (0.87, -5.20, -1.73)
H (1.34, -6.26, -4.56)
H (0.13, -8.11, -3.61)
H (0.71, -7.77, -1.97)
C (2.24, 7.79, -0.36)
C (1.64, 6.76, 0.58)
C (2.07, 5.35, 0.29)
O (0.96, 4.59, 0.78)
C (-0.13, 5.39, 0.69)
O (-1.25, 5.01, 0.83)
O (0.22, 6.67, 0.41)
H (1.93, 8.79, -0.06)
H (3.33, 7.75, -0.34)
H (1.89, 7.64, -1.38)
H (1.84, 7.03, 1.62)
H (2.99, 5.08, 0.82)
H (2.19, 5.14, -0.77)

The HOMO-LUMO gap is 7.7 eV. The net charge is -1. For the HOMO energy, the calculation gives -5.77 eV. For the LUMO energy, the calculation gives 1.9 eV.

=====

(8)
One molecule with the formula C14H28N2O4S. Source: OMol25; level of theory: ωB97M-V with the def2-TZVPD basis set.

Geometry (Å):
C (-0.05, 0.75, -4.83)
C (1.31, 1.39, -4.58)
C (1.52, 1.70, -3.11)
S (1.71, 0.16, -2.16)
O (2.62, -0.70, -2.86)
O (0.42, -0.37, -1.83)
N (2.42, 0.77, -0.75)
C (3.85, 0.55, -0.62)
C (4.19, -0.86, -0.13)
C (3.40, -1.21, 1.13)
C (1.91, -1.00, 0.85)
C (1.01, -1.31, 2.04)
O (1.38, -1.28, 3.20)
N (-0.25, -1.61, 1.66)
C (-1.34, -1.72, 2.60)
C (-2.19, -0.44, 2.66)
C (-2.94, -0.18, 1.34)
O (-3.66, 1.03, 1.36)
C (-5.05, 0.93, 1.58)
C (-5.46, 0.53, 2.99)
C (1.69, 0.46, 0.45)
H (-0.15, 0.48, -5.87)
H (-0.85, 1.44, -4.56)
H (-0.15, -0.14, -4.22)
H (2.10, 0.71, -4.89)
H (1.40, 2.31, -5.16)
H (2.44, 2.25, -2.93)
H (0.68, 2.22, -2.66)
H (4.29, 0.72, -1.60)
H (4.23, 1.30, 0.08)
H (3.93, -1.56, -0.93)
H (5.26, -0.93, 0.05)
H (3.59, -2.24, 1.42)
H (3.70, -0.57, 1.96)
H (1.61, -1.63, 0.00)
H (-0.48, -1.54, 0.68)
H (-0.89, -1.89, 3.58)
H (-1.96, -2.57, 2.33)
H (-1.55, 0.41, 2.87)
H (-2.91, -0.54, 3.48)
H (-3.60, -1.02, 1.11)
H (-2.21, -0.08, 0.53)
H (-5.43, 1.94, 1.36)
H (-5.49, 0.23, 0.85)
H (-5.20, -0.51, 3.19)
H (-6.54, 0.64, 3.10)
H (-4.96, 1.17, 3.72)
H (0.64, 0.66, 0.25)
H (2.03, 1.13, 1.25)

The HOMO-LUMO gap is 10.0 eV. The net charge is 0. As for the SMILES: CCCS(=O)(=O)N1CCC[C@@H](C(=O)NCCCOCC)C1. For the HOMO energy, the calculation gives -9.34 eV. As for the relative energy (zero: lowest compared OMol25 entry of this formula, charge and spin): 0.800 eV. For the LUMO energy, the calculation gives 0.7 eV.

=====

(9)
One molecule with the formula C14H28N2OS. Source: OMol25; level of theory: ωB97M-V with the def2-TZVPD basis set.

Geometry (Å):
C (-1.91, -4.47, -0.08)
C (-1.04, -3.48, 0.68)
C (-0.30, -2.54, -0.27)
C (0.56, -1.53, 0.50)
N (1.22, -0.60, -0.39)
C (2.64, -0.78, -0.64)
C (3.47, 0.30, 0.05)
C (3.27, 0.33, 1.56)
C (4.15, 1.39, 2.22)
C (0.56, 0.30, -1.11)
S (1.19, 1.09, -2.43)
N (-0.78, 0.60, -0.80)
C (-1.27, 1.01, 0.41)
O (-0.62, 0.96, 1.43)
C (-2.74, 1.45, 0.38)
C (-3.55, 0.16, 0.52)
C (-3.13, 2.18, -0.91)
C (-2.99, 2.36, 1.59)
H (-2.43, -5.13, 0.61)
H (-1.31, -5.08, -0.75)
H (-2.65, -3.95, -0.68)
H (-0.31, -4.03, 1.29)
H (-1.66, -2.89, 1.36)
H (-1.03, -2.00, -0.88)
H (0.34, -3.12, -0.94)
H (1.33, -2.06, 1.06)
H (-0.05, -0.99, 1.23)
H (2.93, -1.77, -0.29)
H (2.81, -0.73, -1.73)
H (3.20, 1.27, -0.37)
H (4.53, 0.12, -0.18)
H (2.22, 0.54, 1.78)
H (3.51, -0.65, 1.98)
H (3.99, 1.40, 3.29)
H (3.91, 2.37, 1.82)
H (5.20, 1.19, 2.03)
H (-1.26, 0.96, -1.62)
H (-3.31, -0.34, 1.46)
H (-4.62, 0.39, 0.52)
H (-3.35, -0.52, -0.30)
H (-2.43, 2.98, -1.13)
H (-4.11, 2.63, -0.77)
H (-3.20, 1.51, -1.76)
H (-4.05, 2.56, 1.69)
H (-2.62, 1.89, 2.49)
H (-2.46, 3.30, 1.46)

The HOMO-LUMO gap is 8.9 eV. The net charge is 0. As for the SMILES: CCCCN(CCCC)C(=S)NC(=O)C(C)(C)C. For the HOMO energy, the calculation gives -8.23 eV. As for the relative energy (zero: lowest compared OMol25 entry of this formula, charge and spin): 0.000 eV. For the LUMO energy, the calculation gives 0.7 eV.

=====

Summary of molar mass in g mol⁻¹
311.4 785.8 392.2 692.7 436.8 210.4 527.5 320.5 272.5
(order as listed above)